(1)
Molecular formula: C33H85N7O13S6
Method: DFT, wB97M-V/def2-TZVPD

Energy relative to the best compared isomer or geometry (same formula, charge and spin) ... 32.9 kcal/mol

Element x y z (Å)
C (5.572, 5.378, -0.833)
C (4.265, 5.335, -1.528)
O (4.105, 6.030, -2.516)
N (3.367, 4.478, -1.062)
C (1.976, 4.243, -1.436)
H (5.882, 6.421, -0.902)
H (6.347, 4.784, -1.318)
H (5.401, 5.150, 0.219)
H (3.651, 4.144, -0.152)
H (1.359, 4.648, -0.634)
H (1.714, 3.207, -1.647)
H (1.655, 4.875, -2.264)
C (-0.656, 1.358, -4.019)
C (0.586, 0.399, -3.916)
O (0.579, -0.504, -3.069)
N (1.637, 0.527, -4.772)
C (2.830, -0.293, -4.759)
H (-1.580, 0.837, -4.266)
H (-0.552, 2.125, -4.787)
H (-0.824, 1.856, -3.064)
H (1.473, 1.335, -5.356)
H (3.654, 0.110, -4.170)
H (3.136, -0.457, -5.793)
H (2.614, -1.297, -4.395)
C (6.042, -3.843, -3.208)
C (4.555, -3.625, -3.027)
O (3.738, -3.652, -3.939)
N (4.188, -3.178, -1.790)
C (2.905, -2.632, -1.463)
H (6.426, -2.860, -3.481)
H (6.161, -4.585, -3.998)
H (6.604, -4.209, -2.349)
H (4.933, -2.967, -1.141)
H (2.951, -2.051, -0.542)
H (2.237, -3.468, -1.258)
H (2.441, -2.053, -2.261)
C (0.589, 0.865, 4.359)
C (-0.773, 0.210, 4.744)
O (-0.954, -0.153, 5.895)
N (-1.663, -0.084, 3.726)
C (-2.837, -0.950, 3.877)
H (1.154, 0.267, 3.644)
H (1.245, 0.935, 5.226)
H (0.543, 1.895, 4.006)
H (-1.498, 0.216, 2.776)
H (-3.817, -0.555, 3.612)
H (-2.910, -1.096, 4.954)
H (-2.752, -1.970, 3.502)
C (-7.588, 0.486, -1.123)
C (-6.705, 1.701, -0.929)
O (-7.167, 2.834, -0.788)
N (-5.411, 1.416, -0.966)
C (-4.365, 2.395, -0.763)
H (-7.025, -0.417, -1.358)
H (-8.106, 0.713, -2.055)
H (-8.266, 0.243, -0.305)
H (-5.084, 0.464, -1.044)
H (-4.710, 3.346, -0.358)
H (-3.605, 2.552, -1.528)
H (-3.741, 1.996, 0.037)
C (2.146, 4.812, 2.097)
C (2.903, 3.570, 2.448)
O (3.525, 2.994, 1.524)
N (3.032, 3.310, 3.751)
C (3.797, 2.134, 4.279)
H (2.866, 5.436, 1.566)
H (1.968, 5.328, 3.041)
H (1.142, 4.650, 1.707)
H (2.507, 3.900, 4.381)
H (3.253, 1.216, 4.056)
H (3.981, 2.180, 5.352)
H (4.842, 2.066, 3.978)
C (-1.793, 4.428, -0.395)
C (-1.682, 3.839, 0.997)
O (-1.096, 2.793, 1.174)
N (-2.280, 4.522, 1.988)
C (-2.185, 4.129, 3.362)
H (-2.801, 4.560, -0.789)
H (-1.279, 3.713, -1.038)
H (-1.232, 5.358, -0.487)
H (-2.740, 5.408, 1.834)
H (-1.791, 4.958, 3.950)
H (-1.624, 3.203, 3.488)
H (-3.173, 3.957, 3.788)
C (-7.052, -2.887, 0.347)
S (-5.575, -2.007, 1.165)
O (-5.025, -1.047, 0.159)
C (-4.419, -3.428, 1.158)
H (-7.367, -3.768, 0.906)
H (-6.979, -3.162, -0.705)
H (-7.909, -2.213, 0.375)
H (-4.354, -4.035, 0.256)
H (-4.817, -4.149, 1.872)
H (-3.391, -3.120, 1.348)
C (2.124, -4.300, 4.895)
S (1.754, -3.538, 3.238)
O (2.143, -4.654, 2.255)
C (-0.080, -3.572, 3.244)
H (3.089, -4.805, 4.940)
H (1.393, -5.073, 5.132)
H (2.155, -3.536, 5.672)
H (-0.295, -2.712, 3.879)
H (-0.449, -4.519, 3.637)
H (-0.554, -3.432, 2.272)
C (-4.816, -2.415, -2.944)
S (-4.411, -1.309, -4.347)
O (-4.468, 0.096, -3.732)
C (-2.617, -1.737, -4.565)
H (-4.925, -3.448, -3.275)
H (-5.779, -2.048, -2.590)
H (-4.093, -2.335, -2.132)
H (-2.076, -1.393, -3.683)
H (-2.114, -1.222, -5.383)
H (-2.566, -2.822, -4.657)
C (6.100, -0.326, 2.033)
S (6.286, -0.357, 0.161)
O (6.091, -1.844, -0.223)
C (4.723, 0.484, -0.405)
H (7.051, -0.497, 2.537)
H (5.398, -1.078, 2.393)
H (5.564, 0.612, 2.178)
H (4.505, 0.368, -1.467)
H (4.902, 1.546, -0.239)
H (3.895, 0.119, 0.203)
C (-0.514, -3.951, -2.612)
S (-1.924, -4.082, -1.424)
O (-2.895, -5.171, -1.930)
C (-0.982, -4.873, -0.091)
H (0.128, -4.827, -2.706)
H (0.046, -3.074, -2.289)
H (-0.999, -3.785, -3.574)
H (-0.670, -5.868, -0.407)
H (-1.574, -5.176, 0.773)
H (-0.078, -4.293, 0.091)
C (-1.256, -0.593, -0.220)
S (0.283, -0.423, 0.773)
O (0.904, -1.823, 0.584)
C (1.140, 0.777, -0.299)
H (-1.029, -0.721, -1.278)
H (-1.868, 0.309, -0.206)
H (-1.917, -1.402, 0.093)
H (1.685, 0.253, -1.083)
H (1.804, 1.412, 0.288)
H (0.465, 1.537, -0.693)

=====

(2)
Molecular formula: C33H86B4F16N6O15Zr2
Method: DFT, wB97M-V/def2-TZVPD

Element x y z (Å)
Zr (1.856, -2.392, -3.727)
Zr (-3.298, -2.411, -2.093)
C (-1.627, 0.765, 4.944)
O (0.373, -1.378, -4.264)
O (-2.131, 1.382, 4.004)
O (-1.521, -2.230, -1.519)
C (-1.714, -8.880, -7.960)
O (-0.829, -9.018, -7.122)
O (-3.562, -4.194, -3.120)
O (1.532, -3.876, -4.922)
B (0.640, -4.292, -1.113)
F (0.559, -3.621, -2.382)
F (0.818, -3.147, -0.317)
F (-0.533, -4.956, -0.839)
F (1.771, -5.165, -1.015)
B (-3.641, 1.660, -3.747)
F (-4.352, 1.119, -4.715)
F (-4.117, 1.768, -2.550)
F (-3.034, -1.128, -3.558)
F (-2.588, 2.333, -3.979)
B (2.200, -0.241, -0.975)
F (0.779, -0.251, -1.151)
F (2.561, -1.366, -2.011)
F (2.826, 0.928, -1.455)
F (2.582, -0.723, 0.140)
B (2.570, 4.831, -8.079)
F (3.895, 5.223, -8.843)
F (3.352, -1.720, -4.696)
F (2.475, 3.311, -8.335)
F (1.475, 5.528, -8.747)
C (5.287, 7.942, 7.647)
C (5.033, 6.703, 6.804)
C (6.114, 5.586, 6.871)
O (3.763, 6.093, 7.159)
H (4.542, 8.725, 7.393)
H (6.233, 8.385, 7.362)
H (5.198, 7.673, 8.699)
H (5.000, 6.884, 5.710)
H (7.109, 5.859, 6.505)
H (5.656, 4.749, 6.320)
H (6.246, 5.274, 7.929)
H (3.208, 6.779, 7.545)
C (0.275, -0.858, 2.174)
C (0.491, -2.286, 2.681)
C (0.603, -2.377, 4.226)
O (-0.549, -3.135, 2.226)
H (-0.813, -0.674, 2.169)
H (0.639, -0.808, 1.155)
H (0.764, -0.132, 2.817)
H (1.351, -2.838, 2.220)
H (-0.273, -1.935, 4.750)
H (1.435, -1.760, 4.527)
H (0.770, -3.391, 4.553)
H (-0.392, -3.273, 1.270)
C (0.046, 5.456, -3.995)
C (1.191, 5.859, -4.876)
C (1.485, 4.849, -6.026)
O (2.600, 5.372, -6.730)
C (3.823, 5.297, -6.029)
N (0.961, 7.230, -5.350)
H (0.198, 4.470, -3.567)
H (-0.870, 5.377, -4.609)
H (-0.261, 6.206, -3.278)
H (2.118, 5.787, -4.217)
H (0.596, 4.784, -6.738)
H (1.726, 3.820, -5.628)
H (3.903, 6.182, -5.289)
H (4.647, 5.460, -6.728)
H (3.937, 4.304, -5.531)
H (1.451, 7.423, -6.230)
H (0.011, 7.275, -5.762)
C (-4.373, -6.484, 0.244)
C (-4.791, -5.078, -0.208)
C (-5.790, -4.424, 0.650)
O (-6.677, -3.678, -0.200)
C (-8.048, -3.520, 0.208)
N (-3.607, -4.062, -0.382)
H (-3.964, -7.102, -0.526)
H (-5.316, -7.047, 0.542)
H (-3.751, -6.421, 1.112)
H (-5.237, -5.142, -1.165)
H (-5.204, -3.742, 1.289)
H (-6.393, -5.071, 1.307)
H (-8.181, -2.628, 0.847)
H (-8.309, -4.352, 0.885)
H (-8.691, -3.522, -0.705)
H (-2.748, -4.603, -0.576)
H (-3.529, -3.590, 0.504)
C (-5.978, 0.839, -0.282)
C (-5.551, -0.567, -0.531)
C (-6.074, -0.817, -1.963)
O (-5.481, -1.922, -2.568)
C (-5.924, -1.979, -3.958)
N (-4.045, -0.823, -0.522)
H (-5.305, 1.521, -0.802)
H (-5.905, 1.129, 0.771)
H (-7.017, 0.872, -0.721)
H (-5.964, -1.237, 0.231)
H (-5.787, 0.114, -2.552)
H (-7.202, -0.892, -1.925)
H (-5.263, -2.697, -4.403)
H (-5.924, -0.965, -4.401)
H (-6.884, -2.454, -3.999)
H (-3.856, -1.056, 0.444)
H (-3.450, 0.029, -0.626)
C (3.147, 1.899, 7.367)
C (3.968, 0.736, 6.816)
C (4.403, 0.858, 5.404)
O (3.343, 0.954, 4.479)
C (3.698, 1.096, 3.122)
N (5.195, 0.564, 7.619)
H (2.974, 1.627, 8.467)
H (2.235, 2.071, 6.804)
H (3.707, 2.837, 7.316)
H (3.367, -0.180, 6.789)
H (4.945, -0.078, 5.051)
H (5.062, 1.753, 5.303)
H (4.301, 2.007, 2.915)
H (2.807, 1.201, 2.539)
H (4.305, 0.222, 2.797)
H (5.079, 0.894, 8.538)
H (5.612, -0.355, 7.643)
C (0.142, 2.790, -0.149)
C (-1.047, 1.911, 0.277)
C (-1.939, 2.960, 0.938)
O (-3.215, 2.501, 1.236)
C (-4.050, 3.391, 1.943)
N (-1.743, 1.143, -0.827)
H (0.421, 3.581, 0.536)
H (-0.101, 3.295, -1.092)
H (1.061, 2.222, -0.334)
H (-0.866, 1.223, 1.089)
H (-2.101, 3.843, 0.315)
H (-1.332, 3.245, 1.794)
H (-4.185, 4.268, 1.325)
H (-3.829, 3.594, 3.011)
H (-5.073, 2.937, 1.894)
H (-1.033, 0.446, -1.208)
H (-1.687, 1.895, -1.583)
C (5.784, -2.898, -2.390)
C (4.796, -3.951, -2.898)
C (5.077, -5.342, -2.340)
O (4.030, -6.230, -2.584)
C (4.071, -7.210, -1.578)
N (3.378, -3.598, -2.490)
H (5.396, -1.947, -2.622)
H (6.819, -2.883, -2.801)
H (5.960, -3.034, -1.302)
H (4.756, -3.912, -3.989)
H (5.214, -5.110, -1.272)
H (6.015, -5.809, -2.627)
H (3.349, -8.039, -1.827)
H (3.851, -6.797, -0.587)
H (5.072, -7.665, -1.497)
H (2.953, -4.566, -2.415)
H (3.398, -3.317, -1.490)
C (-3.888, -1.437, 2.870)
O (-3.278, -2.323, 1.940)
H (-4.063, -1.979, 3.787)
H (-3.356, -0.529, 3.191)
H (-4.884, -1.159, 2.490)
H (-2.372, -2.443, 2.291)

=====

(3)
Molecular formula: C33H86N6O11
Method: DFT, wB97M-V/def2-TZVPD

Energy relative to the best compared isomer or geometry (same formula, charge and spin) ... 4.0 kcal/mol
SMILES ... COC[C@H](C)N.COC[C@H](C)N.COCCNCCOC.COCCNCCOC.COCCNCCOC.COCCNCCOC.CO

Element x y z (Å)
C (-0.847, -3.430, -0.397)
O (-0.831, -4.647, 0.298)
C (0.241, -5.478, -0.075)
C (0.187, -6.780, 0.693)
C (-0.103, -6.556, 2.174)
N (1.488, -7.440, 0.481)
H (-0.835, -3.526, -1.491)
H (0.006, -2.789, -0.130)
H (-1.727, -2.844, -0.131)
H (0.242, -5.668, -1.158)
H (1.198, -4.967, 0.136)
H (-0.600, -7.427, 0.299)
H (-1.046, -5.999, 2.263)
H (0.640, -5.907, 2.643)
H (-0.241, -7.492, 2.711)
H (1.477, -8.314, 0.999)
H (2.203, -6.865, 0.932)
C (-2.223, 3.207, -2.138)
O (-2.345, 4.582, -1.881)
C (-3.674, 4.982, -1.688)
C (-3.687, 6.465, -1.408)
C (-5.071, 6.948, -1.010)
N (-3.273, 7.155, -2.634)
H (-2.673, 2.908, -3.090)
H (-2.732, 2.630, -1.343)
H (-1.181, 2.899, -2.080)
H (-4.315, 4.729, -2.543)
H (-4.089, 4.451, -0.812)
H (-3.000, 6.668, -0.575)
H (-5.036, 8.010, -0.771)
H (-5.391, 6.432, -0.098)
H (-5.810, 6.719, -1.776)
H (-2.398, 6.751, -2.956)
H (-3.084, 8.135, -2.452)
C (4.059, -6.089, 3.127)
O (3.897, -6.166, 1.710)
C (5.074, -6.534, 1.036)
C (4.868, -6.220, -0.430)
N (4.608, -4.802, -0.605)
C (4.226, -4.514, -2.005)
C (3.911, -3.048, -2.143)
O (2.969, -2.677, -1.168)
C (2.545, -1.353, -1.335)
H (4.850, -5.370, 3.365)
H (4.369, -7.063, 3.522)
H (3.117, -5.771, 3.563)
H (5.283, -7.609, 1.128)
H (5.943, -5.977, 1.405)
H (4.053, -6.851, -0.817)
H (5.780, -6.492, -0.972)
H (3.782, -4.595, -0.049)
H (3.366, -5.140, -2.282)
H (5.086, -4.760, -2.630)
H (3.491, -2.846, -3.141)
H (4.841, -2.470, -2.055)
H (2.100, -1.165, -2.318)
H (3.357, -0.618, -1.209)
H (1.818, -1.154, -0.550)
C (0.826, 3.286, -4.766)
O (0.402, 2.066, -5.322)
C (0.780, 0.930, -4.551)
C (-0.286, -0.135, -4.746)
N (-1.531, 0.309, -4.115)
C (-2.568, -0.723, -4.102)
C (-3.746, -0.207, -3.331)
O (-4.234, 0.923, -4.035)
C (-5.255, 1.590, -3.343)
H (0.516, 3.379, -3.716)
H (0.416, 4.099, -5.358)
H (1.923, 3.380, -4.761)
H (0.811, 1.192, -3.489)
H (1.736, 0.554, -4.928)
H (0.095, -1.029, -4.243)
H (-0.386, -0.322, -5.822)
H (-1.880, 1.059, -4.706)
H (-2.223, -1.664, -3.674)
H (-2.949, -0.930, -5.116)
H (-3.443, 0.135, -2.328)
H (-4.528, -0.966, -3.196)
H (-4.935, 1.767, -2.302)
H (-6.195, 1.031, -3.311)
H (-5.396, 2.580, -3.771)
C (3.744, -2.282, 2.380)
O (2.540, -2.353, 3.119)
C (1.432, -2.686, 2.305)
C (0.257, -2.921, 3.206)
N (0.029, -1.804, 4.100)
C (-1.035, -2.059, 5.045)
C (-1.050, -1.041, 6.145)
O (0.082, -1.213, 6.957)
C (0.097, -0.359, 8.081)
H (3.580, -1.764, 1.430)
H (4.129, -3.287, 2.162)
H (4.472, -1.755, 2.992)
H (1.662, -3.594, 1.734)
H (1.237, -1.855, 1.611)
H (0.445, -3.860, 3.763)
H (-0.637, -3.130, 2.611)
H (0.890, -1.614, 4.602)
H (-0.992, -3.067, 5.493)
H (-2.013, -1.999, 4.552)
H (-1.975, -1.160, 6.729)
H (-1.049, -0.024, 5.721)
H (-0.914, -0.125, 8.423)
H (0.609, 0.582, 7.839)
H (0.675, -0.863, 8.854)
C (1.292, 9.182, -0.363)
O (0.821, 7.854, -0.496)
C (-0.581, 7.795, -0.557)
C (-1.045, 6.356, -0.488)
N (-0.524, 5.669, 0.685)
C (-0.955, 4.268, 0.693)
C (-0.394, 3.514, 1.869)
O (-1.032, 2.259, 1.874)
C (-0.680, 1.441, 2.951)
H (0.922, 9.837, -1.158)
H (2.376, 9.109, -0.439)
H (1.023, 9.576, 0.622)
H (-0.918, 8.293, -1.477)
H (-1.025, 8.375, 0.274)
H (-0.618, 5.845, -1.360)
H (-2.141, 6.330, -0.591)
H (-0.907, 6.113, 1.517)
H (-0.670, 3.831, -0.267)
H (-2.056, 4.201, 0.735)
H (-0.612, 4.040, 2.813)
H (0.697, 3.406, 1.809)
H (-1.222, 0.501, 2.877)
H (-0.901, 1.921, 3.915)
H (0.389, 1.182, 2.945)
C (-0.654, 0.601, -0.562)
O (-0.599, -0.377, -1.572)
H (0.050, 1.416, -0.765)
H (-1.676, 0.978, -0.455)
H (-0.405, 0.161, 0.403)
H (-0.984, -0.008, -2.385)

=====

Number 1: HOMO -8.44 eV, E_tot -5058.759323 Ha, gap between HOMO and LUMO 8.4 eV. Number 2: HOMO -9.14 eV, E_tot -4557.896766 Ha, gap between HOMO and LUMO 3.4 eV. Number 3: HOMO -8.12 eV, E_tot -2464.816955 Ha, gap between HOMO and LUMO 8.8 eV.